(1)
Here is one molecule with the formula C18H24N4O2S2 at a distorted geometry from the OMol25 dataset. Energies are from wB97M-V/def2-TZVPD.

XYZ file:
```
50
Properties=species:S:1:pos:R:3
S 1.8254 3.0969 0.0458
S -4.5848 1.5754 -0.3411
O 5.2116 -3.4580 -0.3346
O -7.6281 -1.6035 0.5972
N -4.0196 -0.9812 -0.1030
N 2.1382 0.5647 -0.3341
N -2.3171 0.4913 0.4776
N 0.0036 1.3086 -0.9239
C 6.5349 -1.7248 0.5087
C -1.2422 -0.4526 0.2370
C 5.6942 0.5115 0.7592
C -6.2842 -1.2950 0.8506
C 3.3466 1.0382 0.1060
C -0.4807 -0.0494 -1.0382
C -1.8066 1.8417 0.6181
C 3.9959 -3.9328 -0.8568
C -1.0536 2.2567 -0.6515
C -3.5917 0.3044 0.0282
C 1.2504 1.4912 -0.4290
C 6.7202 -0.4088 0.8800
C 4.4597 0.1093 0.2574
C 4.2701 -1.2215 -0.1173
C 3.3631 2.3767 0.3624
C -5.3929 -1.3048 -0.4071
C -7.8867 -2.9553 0.3112
C 5.3010 -2.1401 0.0050
H -7.4576 -3.6123 1.0784
H -8.9696 -3.0630 0.3108
H 7.3268 -2.4512 0.5973
H 3.1781 -3.8208 -0.1370
H 4.1645 2.9948 0.7082
H 5.8555 1.5354 1.0559
H -5.4028 -2.2916 -0.8766
H -1.1576 -0.0994 -1.8968
H 3.7310 -3.4218 -1.7882
H -0.6378 3.2580 -0.5429
H -2.6422 2.5170 0.8006
H -6.2909 -0.2840 1.2658
H 7.6776 -0.0954 1.2690
H 3.3026 -1.4982 -0.5024
H -1.6142 -1.4698 0.1288
H -5.7719 -0.5643 -1.1141
H 4.1550 -4.9910 -1.0591
H -0.5569 -0.4165 1.0904
H 0.3734 -0.7064 -1.1983
H -5.8651 -1.9880 1.6003
H -1.1262 1.8577 1.4753
H -7.5004 -3.2539 -0.6696
H -3.5328 -1.6835 0.4351
H -1.7480 2.2505 -1.4970
```

spin multiplicity = 1
strongest force on any atom = 1.1 eV/Å
gap between HOMO and LUMO = 8.1 eV
E_tot = -50781.016 eV
LUMO = 0.4 eV
HOMO level = -0.280 Ha


(2)
Here is C34H37FeN8O7PS as an isolated structure at a distorted geometry from the OMol25 dataset. Energies are from wB97M-V/def2-TZVPD.

XYZ file:
```
89
Properties=species:S:1:pos:R:3
Fe -1.7079 -0.1462 0.6154
S -0.2189 0.3168 -2.1111
P 5.3814 -1.0749 0.8352
O -1.9642 3.1458 0.1051
O 0.5454 -0.7289 -2.7648
O 6.4066 0.0868 0.3285
O 6.2363 -1.7181 2.1186
O -1.5010 -1.9367 4.4288
O -1.5090 1.1690 -3.4208
O 5.6407 -2.1970 -0.3232
N -0.3711 1.4968 0.7393
N 0.2884 -1.8181 1.4220
N 1.7546 0.5888 1.0965
N -1.4111 -0.5158 -1.3326
N -1.7625 -0.4158 2.6704
N 1.2681 2.8920 1.4357
N -3.3451 -1.5114 -0.0900
N -3.4266 1.1084 1.3684
C -4.1462 -2.9627 -1.8950
C 1.0631 -2.6083 0.7095
C -4.9819 3.0243 2.7788
C 2.5755 3.3576 1.8563
C -5.4187 -2.6981 0.0565
C 0.9240 1.6295 1.1323
C 1.3012 2.6902 -5.2207
C 1.7613 -3.6815 1.3328
C 0.3640 1.6986 -4.7846
C 0.1442 4.3776 -3.8922
C -2.9054 -0.0219 3.4161
C 5.9459 -3.0636 2.4954
C -0.1108 -2.2506 2.6161
C 5.3899 -2.1202 -1.7639
C -0.8788 3.4833 -3.6141
C -0.7642 2.1255 -3.9921
C -3.2046 -1.9909 -1.3356
C 0.0867 3.7620 1.3808
C 1.6361 -3.8963 2.6754
C -4.8877 3.0839 1.3671
C -3.6407 1.0863 2.6948
C -4.3974 1.9696 3.4618
C -0.8983 2.8086 0.6224
C -2.7534 -2.9741 -3.8510
C -5.3119 -3.2735 -1.1960
C -2.1764 -1.4016 -2.1076
C -4.0729 2.1085 0.7205
C 5.8783 1.2414 -0.2802
C -3.8009 -3.4962 -3.2059
C -1.9389 -1.9534 -3.3679
C -4.4532 -1.8050 0.5223
C -1.2123 -1.5342 3.2497
C 1.2259 3.9766 -4.7567
C 0.6618 -3.1500 3.3678
H 5.1919 -3.0184 3.3209
H -6.2753 -2.9276 0.7002
H 5.0935 1.7264 0.3328
H -1.1437 -1.4906 -3.9466
H 4.3456 -2.3136 -2.0089
H -6.0580 -3.9726 -1.5560
H 1.3357 -0.3437 1.1744
H 2.4099 -4.2683 0.6622
H 2.9967 2.6994 2.6459
H 2.6285 0.6635 1.5438
H 0.3075 4.7391 0.8623
H 0.1886 5.3908 -3.5519
H -2.5135 0.3753 4.4011
H -2.5035 -3.2758 -4.8631
H 1.1907 -2.4341 -0.3484
H -3.8336 2.1485 -0.3697
H -4.3356 -4.2974 -3.6673
H 0.2942 -3.1590 4.4190
H 3.3428 3.3105 1.0505
H -3.5385 -0.9260 3.6648
H 6.7561 1.9030 -0.3607
H 2.1411 2.5103 -5.9097
H -1.7372 3.8369 -3.1272
H 2.2003 -4.7399 3.1123
H 6.8656 -3.5702 2.8663
H 1.9227 4.7062 -5.1053
H 2.5087 4.3877 2.2537
H 0.5048 0.6038 -4.8743
H 5.4392 1.1313 -1.3046
H -4.5392 -1.3885 1.4498
H -5.5428 3.7789 3.3967
H 5.6274 -3.6064 1.5827
H 5.9955 -2.9384 -2.1892
H -4.5487 1.8152 4.5130
H -5.3340 3.8054 0.7168
H 5.6072 -1.1426 -2.1866
H -0.2981 3.9979 2.3863
```

spin multiplicity = 6
strongest force on any atom = 4.0 eV/Å
gap between HOMO and LUMO (spin up / spin down) = 7.3 / 5.7 eV
E_tot = -116616.861 eV
LUMO (spin up / spin down) = -2.7 / -4.4 eV
HOMO level (spin up / spin down) = -0.370 / -0.370 Ha
charge = +1


(3)
Here is a 2-piece molecular cluster, C6H13O2 overall at a distorted geometry from the OMol25 dataset. Energies are from wB97M-V/def2-TZVPD.

XYZ file:
```
21
Properties=species:S:1:pos:R:3
O -1.8900 0.4495 1.2676
O 0.2716 0.3703 1.9997
C -0.6608 0.7050 1.2277
C 1.2395 -1.6897 -0.5813
C -0.2235 1.8536 0.1471
C -1.4895 2.4761 -0.5541
C 0.3641 -2.9038 -1.0145
C 2.0663 -1.0650 -1.6845
H -1.2665 3.4900 -0.8852
H -1.7071 1.8881 -1.4608
H -0.1847 -3.0648 -0.1537
H 3.0731 -1.4211 -1.5268
H -0.4442 -2.5287 -1.9340
H 0.4366 -1.1052 -0.0200
H 2.1071 0.1470 -1.4513
H 0.8916 -3.6336 -1.6520
H 0.5630 2.4528 0.6932
H 1.8347 -2.0541 0.2421
H 1.7910 -1.0428 -2.6276
H -2.3185 2.5047 0.0897
H 0.3950 1.5522 -0.6954
```

spin multiplicity = 2
strongest force on any atom = 7.4 eV/Å
gap between HOMO and LUMO (spin up / spin down) = 2.5 / 7.9 eV
E_tot = -10523.290 eV
LUMO (spin up / spin down) = 6.5 / 6.4 eV
HOMO level (spin up / spin down) = 0.147 / -0.055 Ha
charge = -2


(4)
Here is one molecule with the formula C7H10N2 at a distorted geometry from the OMol25 dataset. Energies are from wB97M-V/def2-TZVPD.

XYZ file:
```
19
Properties=species:S:1:pos:R:3
N -0.5039 -1.9917 0.1123
N 0.7033 -2.1671 0.2703
C 1.6376 -1.0523 0.2565
C -2.3656 -0.5262 -0.8187
C -1.0937 -0.7508 -0.1028
C 1.5478 1.4916 -0.8977
C 1.0292 0.2534 -0.1790
C 1.3675 1.4576 0.5891
C -2.2975 -0.1998 0.6427
H -2.3275 0.2619 -1.4314
H 2.2222 1.5361 1.3124
H 2.4226 -1.4382 -0.2709
H -2.2155 0.8948 0.9397
H 2.5016 1.3409 -1.5257
H 1.8573 -0.9985 1.3795
H -3.0429 -1.3588 -1.1674
H 0.4869 2.0127 0.9725
H 0.8007 1.9947 -1.5315
H -2.7301 -0.7603 1.4502
```

spin multiplicity = 1
strongest force on any atom = 3.9 eV/Å
gap between HOMO and LUMO = 8.7 eV
E_tot = -10394.546 eV
LUMO = 0.6 eV
HOMO level = -0.297 Ha


(5)
Here is one molecule with the formula C24H25NO6 from the OMol25 dataset. Energies are from wB97M-V/def2-TZVPD.

XYZ file:
```
56
Properties=species:S:1:pos:R:3
O -2.6528 1.1331 0.8931
O 0.9037 0.3852 0.5418
O -0.7273 2.2737 1.1458
O -4.3049 1.4118 5.7530
O 0.6363 1.2400 3.2676
O 1.8225 -3.5067 -3.6880
N 1.7102 -0.3139 -3.5864
C -1.9212 1.3284 5.8809
C 1.6526 -0.3610 -2.2347
C 0.8542 0.6979 -1.8009
C -0.4479 -3.0186 -3.4344
C 0.4292 1.1455 7.3765
C 0.9789 0.7649 -4.0454
C 0.5075 0.9955 -0.4393
C 0.5014 1.1917 6.0105
C -1.9665 1.2794 7.2860
C -1.7645 1.4758 3.0799
C 0.4385 1.4007 -2.9698
C -0.8141 1.1912 8.0194
C 0.6138 -4.0975 -3.2494
C 0.0151 -2.3667 -4.7377
C 1.5454 -2.5562 -4.7081
C -0.6658 1.2879 5.2289
C -0.4557 2.1701 -0.2363
C -3.0158 1.4717 3.7385
C 2.3869 -1.3560 -1.4182
C -0.5869 1.3498 3.8026
C 2.3664 -1.2700 -4.4372
C -3.1075 1.4051 5.0975
C -1.7899 1.5753 1.6133
C 0.9105 1.1487 -5.4830
H -0.4043 -2.3031 -2.6129
H 1.8914 1.4583 -5.8471
H -1.3848 1.9955 -0.7900
H 0.5555 0.3351 -6.1146
H 2.3870 -2.3356 -1.8872
H 1.4517 1.1588 5.5012
H -0.2759 -1.3220 -4.7932
H 1.9350 -1.4140 -0.4321
H 0.2301 1.9889 -5.5899
H 0.0060 3.1072 -0.5526
H 0.7520 -4.4117 -2.2143
H 0.3839 -4.9786 -3.8657
H -5.0180 1.4515 5.1047
H 0.6144 1.1322 2.2929
H -0.1792 2.2750 -3.0026
H -0.4057 -2.8927 -5.5950
H 3.3070 -1.5816 -3.9768
H 1.3316 1.0734 7.9659
H 3.4228 -1.0361 -1.2902
H 1.9035 -2.9661 -5.6647
H -3.9012 1.5329 3.1206
H -0.8584 1.1548 9.0982
H 2.5884 -0.7853 -5.3888
H -2.9324 1.3137 7.7654
H -1.4527 -3.4274 -3.4982
```

spin multiplicity = 1
strongest force on any atom = 0.8 eV/Å
gap between HOMO and LUMO = 7.9 eV
E_tot = -39069.796 eV
LUMO = 0.6 eV
HOMO level = -0.269 Ha


(6)
Here is C32H39AuN5S as an isolated structure at a distorted geometry from the OMol25 dataset. Energies are from wB97M-V/def2-TZVPD.

XYZ file:
```
78
Properties=species:S:1:pos:R:3
Au -0.5189 -0.3758 -0.3141
S 2.8635 2.0077 -0.0991
N 0.3278 2.3491 -1.7470
N -2.2339 2.0825 -0.4899
N 5.4255 1.0858 -0.3395
N -3.2086 0.3013 -1.3071
N 5.1757 2.5283 1.2682
C 3.1763 -0.8845 1.6742
C 4.5376 1.9519 0.2200
C -0.4490 -0.3402 2.4496
C 1.9377 4.5110 -0.8778
C -1.7996 -0.0114 -3.6529
C 0.8965 0.0965 2.5083
C -3.8344 -3.3220 -1.8109
C -0.0734 3.1539 -0.7208
C 2.5681 3.3612 -1.5460
C -4.6892 -1.9214 0.0835
C -1.2820 2.9505 -0.0423
C -2.4627 -2.4287 -3.5830
C -1.5413 -2.5734 1.6132
C -3.0792 -4.8369 -3.6832
C 1.2928 1.3458 3.1868
C -1.6280 0.3478 3.0274
C -2.5453 -1.1490 -3.0395
C 4.5336 3.5381 2.1210
C 0.8407 -1.6907 1.0498
C -3.3379 -0.9809 -1.8969
C 6.5646 1.0123 0.4580
C -1.9640 0.8727 -1.1116
C -3.9735 -2.0484 -1.2311
C 6.4165 1.9142 1.4593
C -3.6192 2.2386 -0.3202
C -4.1958 1.1271 -0.7876
C 0.7297 4.2738 -0.3006
C 1.2968 -2.9470 0.3963
C 1.6972 -0.7728 1.7298
C -0.5117 -1.5021 1.5868
C 1.5829 2.3776 -2.1335
C -3.1340 -3.5050 -3.0023
H 2.0032 1.6208 -2.8061
H -1.6590 0.2478 4.1277
H 5.2769 4.2561 2.4808
H -4.0067 3.1151 0.1557
H 0.4216 2.0167 3.2153
H 0.4943 -3.4254 -0.1788
H 4.0261 3.0562 2.9657
H 2.4852 5.4313 -0.7474
H -2.5711 -0.0299 2.5989
H 2.0749 1.8569 2.6193
H 3.4717 -1.2470 0.6794
H -1.6554 -3.0089 0.6137
H 1.6395 1.1722 4.2119
H -3.2274 -4.7107 -4.7610
H -1.6143 3.6521 0.7194
H -2.5096 -2.1638 1.9134
H 3.4301 3.5969 -2.1761
H -1.0832 0.4739 -2.9571
H -1.2908 -3.3785 2.3249
H 2.1171 -2.7485 -0.3087
H 3.6974 0.0630 1.8388
H 7.0727 2.1668 2.2770
H -3.8527 -5.5045 -3.2999
H -5.7609 -1.6877 -0.0362
H -1.5974 1.4252 2.7901
H -2.1074 -5.3262 -3.5494
H -4.6428 -2.8843 0.6209
H 3.5678 -1.5632 2.4454
H 1.6754 -3.6791 1.1320
H 0.3343 4.9065 0.4959
H 3.7968 4.0513 1.5001
H -2.4648 0.7705 -4.0475
H -1.2127 -0.3984 -4.4940
H -1.8641 -2.5825 -4.4778
H -4.2786 -4.1827 -1.3136
H 7.3436 0.3073 0.2420
H -4.2520 -1.1579 0.7426
H -5.2262 0.8520 -0.8218
H 5.1698 0.5046 -1.1432
```

spin multiplicity = 3
strongest force on any atom = 2.9 eV/Å
gap between HOMO and LUMO (spin up / spin down) = 3.4 / 5.6 eV
E_tot = -55790.164 eV
LUMO (spin up / spin down) = 2.7 / 2.7 eV
HOMO level (spin up / spin down) = -0.025 / -0.106 Ha
charge = -1


(7)
Here is a 5-piece molecular cluster, C44H96BF4N4 overall at a distorted geometry from the OMol25 dataset. Energies are from wB97M-V/def2-TZVPD.

XYZ file:
```
149
Properties=species:S:1:pos:R:3
F -1.2186 -1.5175 1.6889
F 1.0756 -1.3720 1.7289
F -0.3303 0.4852 1.7221
F 0.0214 -0.8063 -0.0929
N -1.6295 -1.5326 5.5449
N -0.1119 3.9058 -5.0897
N -4.0907 -1.7900 -1.1264
N 5.0681 0.2001 0.6740
C 1.4886 1.8808 -5.6466
C -2.6183 -2.1607 -4.6159
C 7.3095 1.4100 0.0383
C -3.6237 -3.0972 -0.3786
C 4.6181 -0.6834 2.8894
C -2.2274 -0.1602 5.0091
C 2.2157 -0.2178 5.7657
C -2.4379 -1.7058 -3.2044
C -1.4922 -3.9648 5.3340
C 2.0469 2.7413 0.5501
C 8.6866 1.2640 -0.6576
C -0.1830 -1.1705 6.1179
C 3.2337 0.0494 -6.3945
C -0.2996 5.4584 -7.0360
C -1.4416 -2.6680 4.5152
C -3.6401 -0.3216 4.2734
C -4.6162 0.6951 -0.6102
C -5.6513 -1.5561 -0.8900
C -4.4070 0.9463 3.8616
C -1.4541 2.0795 -1.8084
C 4.3893 -1.8025 1.9832
C -3.8451 -5.6292 -0.1543
C -5.8490 -0.0736 -0.8386
C 1.3737 3.3424 -5.1591
C 2.9267 1.4659 -5.7858
C 4.2349 -1.1154 0.5958
C 6.2596 0.2965 -0.2731
C 5.5955 0.2305 2.1542
C -3.8817 -1.8607 -2.6737
C 0.3892 6.1486 -5.8511
C 3.0491 1.7530 1.1347
C 1.3598 3.4291 1.7572
C -2.5843 -3.6266 6.4243
C -0.1780 5.3900 -4.5920
C -0.4751 2.7602 -2.7598
C 4.0900 1.3172 0.2054
C -4.3442 -4.3929 -0.8984
C -3.6004 -0.5075 -0.5431
C -1.0482 3.0715 -4.1859
C 0.7816 -0.3465 5.1899
C -2.4474 -2.0968 6.6467
C -0.7904 4.0905 -6.4615
C 2.9950 -1.5997 5.8813
C -4.5389 -7.0193 -0.5761
B -0.1040 -0.8235 1.2549
H 5.2582 -2.4582 1.9280
H -0.6437 -2.4070 3.8200
H 6.6133 -0.7344 -0.2906
H -1.8532 4.2438 -6.2740
H 3.4828 2.2876 -6.2370
H -2.3498 -2.8127 3.9301
H 2.8414 0.0192 -7.4110
H 8.6557 1.0730 -1.7303
H -2.4148 -3.9904 7.4377
H 3.5073 -2.3997 2.2145
H -2.5460 -3.0420 -0.5322
H 0.8865 1.2849 -4.9607
H -4.5377 -2.6279 -3.0850
H -3.8396 -2.8951 0.6705
H 7.4025 1.5552 1.1146
H 0.1416 7.2094 -5.8919
H -2.2125 1.4641 -2.2923
H 0.4773 5.4840 -3.7261
H -4.1124 -4.5010 -1.9580
H 2.8603 0.2992 5.0549
H -6.2521 0.2814 -1.7871
H 1.1532 2.7616 2.5938
H -0.9046 1.3395 -1.2265
H 0.2574 -2.1649 6.1915
H -6.6526 0.1885 -0.1504
H -3.7351 -0.6529 0.5287
H 4.2839 -0.2100 -6.5277
H -1.9330 2.8091 -1.1554
H 4.7315 2.1981 0.2277
H 2.0628 4.2364 1.9622
H 3.6824 -0.1816 3.1355
H 3.7005 0.9369 -0.7390
H -2.0953 -0.6770 -3.0942
H 3.1790 -1.0372 0.3370
H -2.4077 0.3142 5.9738
H 1.2753 2.2742 -0.0619
H -1.9813 -1.8554 7.6020
H 1.7400 3.4809 -4.1419
H 3.5922 2.1654 1.9851
H 2.0200 3.9962 -5.7448
H 5.8841 0.5227 -1.2710
H -3.8237 -5.4885 0.9264
H -0.1293 3.7435 -2.4409
H -1.9957 3.5953 -4.0593
H -4.2879 1.3338 -1.4302
H -4.6865 1.4544 4.7844
H -2.5364 -3.2472 -4.5844
H 0.4025 2.1212 -2.8577
H -2.5119 -0.4511 -0.5595
H -5.4018 -4.1450 -0.8085
H -1.7196 -4.8797 4.7871
H 0.4739 5.2496 -7.7751
H -4.8433 -7.6402 0.2665
H 2.5190 -2.2302 6.6322
H -5.3597 0.6840 3.4016
H 0.5762 -0.6359 4.1593
H -2.7770 -5.6491 -0.3710
H -3.5366 -1.9017 -5.1429
H -0.2864 -0.9165 7.1728
H 2.1975 0.3417 6.7011
H 9.3772 2.0914 -0.4941
H -3.9161 1.6598 3.1998
H 5.5273 1.2125 2.6224
H 9.2794 0.4785 -0.1889
H -1.1375 2.2133 -4.8520
H 3.9241 -1.3330 6.3851
H -3.4691 -1.7437 6.5072
H -5.9539 -1.9324 0.0872
H -6.1415 -2.1838 -1.6343
H 6.5799 -0.2199 2.0275
H 5.0002 -0.9386 3.8778
H -1.7716 -1.8472 -5.2264
H 0.5530 0.7182 5.2362
H 2.9090 -0.7551 -5.7345
H -5.4473 -6.8519 -1.1549
H -1.4385 0.3246 4.4341
H -1.1727 5.8982 -7.5181
H -0.5597 3.2408 -7.1041
H -1.7213 -2.3644 -2.7136
H -1.2091 5.5831 -4.2958
H 1.4773 6.1248 -5.7911
H -4.2744 -0.9570 4.8915
H 0.4614 3.9733 1.4657
H -0.5281 -4.3414 5.6757
H -4.2929 -0.8722 -2.8783
H -4.7244 1.3369 0.2642
H 3.1925 -2.0277 4.8985
H -3.8545 -7.7135 -1.0638
H 3.3292 1.4602 -4.7728
H 7.0056 2.4450 -0.1185
H 4.5120 -1.8256 -0.1833
H -3.5473 -0.9272 3.3720
H 2.5126 3.4855 -0.0959
H 1.1635 1.6485 -6.6608
H -3.5857 -3.9467 6.1365
H 2.4017 0.9767 1.5426
```

spin multiplicity = 2
strongest force on any atom = 3.1 eV/Å
gap between HOMO and LUMO (spin up / spin down) = 9.6 / 1.8 eV
E_tot = -64655.023 eV
LUMO (spin up / spin down) = -8.8 / -16.6 eV
HOMO level (spin up / spin down) = -0.676 / -0.676 Ha
charge = +4


(8)
Here is a 2-piece molecular cluster, C11H15N overall at a distorted geometry from the OMol25 dataset. Energies are from wB97M-V/def2-TZVPD.

XYZ file:
```
27
Properties=species:S:1:pos:R:3
N -1.2645 0.1324 0.3207
C -2.1396 -3.6146 -2.1452
C -1.1959 -4.1677 -1.0815
C 0.3092 0.4840 -1.5701
C -0.1600 1.2443 1.9235
C 0.0030 0.2837 -0.2051
C 2.4862 1.2742 -0.8553
C 0.7672 0.9458 0.8017
C 2.0693 1.4486 0.5076
C 0.1018 2.1002 3.0918
C -1.4409 0.9005 1.5587
C 1.6519 0.7575 -1.8930
H 3.4831 1.4047 -0.8617
H -1.1053 -5.3455 -1.0795
H 1.2231 2.0377 3.3500
H -2.1209 -0.0641 -0.2211
H -0.3489 0.1126 -2.3453
H -2.3896 1.1635 1.9150
H -3.2239 -3.2798 -1.7252
H -2.3722 -4.4995 -2.9340
H -0.6724 1.9107 3.8159
H -0.1260 -3.9888 -1.3112
H -1.4635 -3.7099 -0.1276
H -1.5767 -2.7848 -2.5644
H 2.0538 0.7574 -2.8601
H 2.6524 2.2076 0.9687
H 0.1250 3.2123 2.9368
```

spin multiplicity = 1
strongest force on any atom = 5.5 eV/Å
gap between HOMO and LUMO = 8.6 eV
E_tot = -13137.725 eV
LUMO = 0.8 eV
HOMO level = -0.287 Ha


The records above give, respectively, energy above the lowest of the compared OMol25 structures with the same formula, charge and spin values of 53.8, 32.8, 51.5, 162.9, 2.1, 43.2, 56.6, 70.7 kcal/mol.